Record 1
Molecular formula: C26H35N4O4
Method: DFT, ωB97M-V/def2-TZVPD

```
69
Properties=species:S:1:pos:R:3:forces:R:3:mulliken_charge:R:1
C 4.0718 -2.1451 -3.4308 -0.038 -0.508 -0.534 -0.959
N 3.8549 -1.5126 -2.1584 -0.001 0.193 0.293 0.290
C 4.5428 -0.3958 -1.7918 1.245 0.510 -1.378 0.157
O 5.4001 0.1647 -2.4820 -1.453 -0.783 1.366 -0.705
C 4.0758 0.0043 -0.4083 0.147 -0.357 0.367 0.023
C 3.4432 1.3860 -0.3376 -0.361 0.162 -0.018 -0.478
C 4.4174 2.4962 -0.6224 -0.006 0.190 0.215 0.526
C 4.1085 3.4489 -1.5925 0.430 -0.135 0.017 -0.425
C 5.0731 4.3847 -1.9749 0.096 -0.159 0.211 -0.552
C 6.3226 4.4040 -1.3368 -0.361 -0.014 0.181 -0.501
C 6.5666 3.5363 -0.2640 -0.175 -0.201 -0.069 -0.634
C 5.6171 2.5705 0.0885 0.060 0.448 -0.422 -0.242
N 3.0829 -1.0522 -0.0986 -0.697 0.871 1.358 0.525
C 2.4164 -1.0513 1.0767 0.787 -0.990 -1.195 0.185
C 1.4566 -1.9948 1.4264 -0.121 0.355 0.295 -0.831
C 1.2085 -2.2928 2.8078 1.970 1.095 0.613 0.792
C 0.1530 -3.2976 3.0706 -1.434 -1.874 -0.021 0.448
C -0.4270 -3.5530 4.3568 0.305 0.478 -0.990 -0.008
C -1.4040 -4.5286 4.5361 -0.224 -0.895 -0.664 -0.683
C -1.7777 -5.3949 3.4748 1.931 2.303 -0.163 -0.196
N -2.6253 -6.5139 3.6869 -2.569 -3.146 0.440 0.927
O -2.8209 -7.2916 2.7180 0.572 1.822 1.998 -0.553
O -3.1432 -6.6885 4.8149 1.299 0.708 -2.236 -0.558
C -1.2554 -5.1560 2.1944 -0.110 -0.127 0.611 -0.751
C -0.3582 -4.1121 1.9905 0.264 0.562 0.579 -0.461
C 2.8533 -1.9903 -1.2090 -0.122 -0.312 -0.414 0.188
C 1.4524 -1.8758 -1.8370 -0.083 0.216 -0.181 -1.601
C 3.1177 -3.4464 -0.7906 0.315 -0.021 -0.009 -1.589
H 4.8246 -1.5775 -3.9801 -0.107 -0.008 0.185 0.377
H 4.4335 -3.1741 -3.3058 -0.043 0.203 0.002 0.301
H 3.1533 -2.1783 -4.0320 0.176 0.079 0.155 0.316
H 4.9419 -0.0587 0.2829 -0.483 -0.083 -0.319 0.279
H 2.6171 1.4164 -1.0618 0.104 0.049 0.168 0.338
H 2.9989 1.4937 0.6643 0.086 0.085 -0.191 0.374
H 3.1151 3.4151 -2.0473 0.414 0.088 -0.086 0.343
H 4.8459 5.0809 -2.7809 0.132 -0.096 0.224 0.380
H 7.0879 5.1221 -1.6447 -0.315 -0.271 0.121 0.374
H 7.5037 3.5865 0.2914 -0.210 0.032 -0.234 0.363
H 5.8005 1.8672 0.9041 0.128 0.235 -0.228 0.296
H 2.7182 -0.2798 1.7939 0.222 -0.477 -0.166 0.575
H 0.9410 -2.5421 0.6164 0.468 0.605 1.107 -0.451
H 2.0919 -2.0897 3.5460 -1.656 -1.326 -1.581 0.513
H -0.1552 -2.9234 5.2127 -0.018 -0.373 -0.312 0.269
H -1.8730 -4.6842 5.4970 0.102 0.009 0.078 0.519
H -1.5303 -5.8105 1.3683 -0.029 0.248 0.256 0.486
H -0.0863 -3.9604 0.9378 0.164 -0.091 0.773 0.266
H 1.3041 -0.8954 -2.3085 0.099 -0.183 0.169 0.340
H 1.3513 -2.6459 -2.6123 0.004 0.224 0.186 0.516
H 0.6460 -2.0277 -1.1163 0.143 0.014 -0.171 0.355
H 4.1878 -3.5830 -0.5978 -0.193 -0.017 -0.011 0.406
H 2.5685 -3.7146 0.1170 0.146 0.040 -0.269 0.400
H 2.8082 -4.1290 -1.5919 0.138 0.180 0.190 0.458
C -0.8668 -0.1915 6.8218 -0.244 -0.280 0.232 -1.257
C 0.1125 0.5455 5.9060 -0.620 0.568 0.583 -0.831
C 1.0783 -0.2638 5.0908 0.238 -0.764 -0.225 0.399
C 2.3249 0.5843 4.9250 0.287 -0.097 -0.162 -1.069
O 3.2822 -0.1066 4.0962 0.273 0.738 0.481 -0.502
N 0.5655 -0.6589 3.7726 -0.710 0.181 -1.325 -0.700
H -1.2414 0.4807 7.6153 0.127 -0.246 -0.488 0.380
H -1.7474 -0.5642 6.2688 0.366 0.062 0.225 0.310
H -0.3965 -1.0424 7.3444 -0.096 0.276 -0.249 0.325
H -0.4635 1.1827 5.2245 0.192 0.147 0.149 0.354
H 0.7553 1.1947 6.5091 -0.394 0.143 0.130 0.437
H 1.3252 -1.1969 5.5951 0.188 -0.103 0.249 0.385
H 1.9689 1.5112 4.4309 0.499 -0.075 0.255 0.375
H 2.7302 0.8155 5.9417 -0.197 -0.153 -0.915 0.487
H 4.1543 0.3302 4.1971 -0.754 -0.394 -0.080 0.321
H -0.3948 -1.0158 3.7293 0.211 0.859 0.342 0.481
H 0.7444 0.0562 3.0511 -0.504 -0.419 0.503 0.374
```
Forces are in eV/Å.

E_HOMO	-11.165	eV
charge	+1
orbital gap	6.92	eV
electronic energy	-41670.1118	eV
energy relative to the best compared isomer or geometry (same formula, charge and spin)	638.2	kJ/mol
spin multiplicity	1


Record 2
Molecular formula: C26H35N7O2PRhS2
Method: DFT, ωB97M-V/def2-TZVPD

```
74
Properties=species:S:1:pos:R:3:forces:R:3:mulliken_charge:R:1
Rh 0.0252 -0.8706 1.3371 -0.086 0.352 0.452 0.076
S -1.3448 -2.4850 0.4466 -0.234 -0.112 -0.208 -0.204
C -0.4566 -1.9824 -0.9421 -0.042 0.036 0.092 0.230
N 0.3161 -0.9843 -0.5907 0.265 -0.007 -0.239 0.658
C 1.1568 -0.5291 -1.6087 -0.092 0.010 0.048 -1.111
C 2.0822 0.5060 -1.5787 0.007 -0.007 -0.006 0.120
C 2.7821 0.7884 -2.7362 0.005 0.017 0.009 -0.904
C 2.5654 0.0593 -3.9089 0.011 0.005 -0.018 -0.662
C 1.6392 -0.9646 -3.9480 -0.010 -0.008 0.004 -0.559
C 0.9361 -1.2535 -2.7832 0.001 0.004 -0.029 1.200
S -0.2909 -2.4843 -2.5613 -0.037 -0.042 -0.022 -0.092
H 2.2525 1.0706 -0.6746 0.010 0.025 0.061 0.221
H 3.5057 1.5927 -2.7391 -0.005 -0.005 0.003 0.480
H 3.1265 0.3032 -4.8004 -0.004 -0.002 0.005 0.455
H 1.4673 -1.5240 -4.8579 -0.006 -0.004 0.009 0.514
C -2.5260 0.0535 -5.0614 -0.028 0.025 0.000 -1.241
C -3.4285 0.5712 -3.9732 0.032 0.033 -0.049 0.659
C -3.9471 1.8604 -4.0090 0.000 0.040 -0.019 -0.870
C -4.7676 2.3360 -2.9969 0.080 0.035 -0.018 -0.513
C -5.1032 1.5217 -1.9233 0.073 0.073 0.069 0.036
N -5.9235 2.0749 -0.9014 -0.142 -0.028 -0.100 -0.071
C -6.0824 1.6279 0.3873 0.167 -0.014 -0.067 0.238
O -7.1097 1.6954 1.0077 0.002 0.032 0.006 -0.595
N -4.9330 1.0695 0.9863 -0.028 0.031 0.097 -0.122
C -3.6039 1.3666 0.7600 0.002 -0.057 -0.055 -0.114
C -3.1490 2.4969 0.0768 -0.006 0.048 0.059 -0.089
C -1.7930 2.6662 -0.1243 -0.055 0.043 -0.025 -1.384
C -0.9070 1.7140 0.3285 0.021 -0.088 0.126 0.013
N -1.3342 0.6253 0.9879 0.078 -0.064 -0.136 0.458
C -2.6459 0.4602 1.2054 0.140 -0.044 0.070 -0.457
C -4.6238 0.2165 -1.8898 -0.066 -0.071 -0.087 -0.310
C -3.7922 -0.2378 -2.9025 -0.020 -0.071 0.111 -0.386
H -2.4517 0.7624 -5.8841 -0.003 0.002 0.001 0.388
H -2.8984 -0.8887 -5.4652 0.002 -0.007 0.008 0.353
H -1.5150 -0.1218 -4.6838 0.004 -0.001 0.011 0.092
H -3.7101 2.5106 -4.8422 0.001 -0.006 -0.001 0.360
H -5.1512 3.3487 -3.0442 0.001 -0.010 0.012 0.451
H -6.7185 2.6132 -1.2158 -0.061 -0.072 0.017 0.283
H -5.1665 0.5400 1.8133 0.002 0.033 0.013 0.238
H -3.8504 3.2332 -0.2844 -0.017 0.014 0.015 0.598
H -1.4215 3.5373 -0.6450 0.003 -0.003 0.003 0.507
H 0.1574 1.8066 0.1682 0.016 -0.028 -0.030 0.409
H -2.9488 -0.4345 1.7323 -0.001 -0.028 -0.052 0.570
H -4.9239 -0.4614 -1.1024 -0.008 0.021 0.027 0.552
H -3.4498 -1.2672 -2.8731 -0.005 0.004 -0.001 0.509
C 4.7462 -0.1193 1.1302 0.007 -0.047 -0.026 -1.132
N 3.5722 -0.9970 1.0141 -0.051 0.046 0.133 0.772
C 3.8081 -2.0807 0.0368 0.013 -0.011 -0.033 -1.305
P 2.5747 -1.3820 2.2514 0.120 -0.503 -0.265 1.065
O 1.4225 -2.2765 1.7851 0.310 0.116 0.067 -1.016
N 3.2661 -2.0895 3.5276 0.079 0.143 0.133 0.433
C 2.7371 -3.2926 4.1879 -0.040 0.050 0.010 -0.955
C 4.3995 -1.4653 4.2195 0.031 -0.069 -0.022 -0.911
N 1.7240 0.0621 2.6386 -0.424 0.177 -0.066 0.435
C 2.2383 1.4272 2.4346 0.007 0.010 -0.034 -1.454
C 1.0562 -0.0438 3.9631 -0.007 -0.026 0.041 -1.095
H 4.8737 0.4216 0.1915 -0.004 -0.017 -0.011 0.252
H 5.6486 -0.7060 1.3153 0.002 0.003 0.004 0.303
H 4.6412 0.6058 1.9299 -0.031 0.048 0.002 0.432
H 3.9888 -1.6253 -0.9366 0.007 0.013 -0.007 0.399
H 2.9400 -2.7304 -0.0339 -0.017 0.008 -0.005 0.363
H 4.6796 -2.6751 0.3187 -0.004 -0.002 0.002 0.375
H 1.8878 -3.6833 3.6370 0.010 -0.009 -0.013 0.268
H 2.4334 -3.0569 5.2095 0.005 0.008 0.007 0.335
H 3.5173 -4.0527 4.2196 0.001 0.003 0.003 0.334
H 4.7413 -0.5739 3.6975 -0.007 0.000 0.014 0.237
H 5.2348 -2.1634 4.2755 -0.001 -0.004 0.004 0.344
H 4.1123 -1.1808 5.2333 -0.001 -0.018 0.006 0.351
H 2.6077 1.5478 1.4230 0.042 -0.017 -0.069 0.426
H 3.0313 1.6686 3.1454 -0.010 -0.011 0.022 0.271
H 1.4173 2.1243 2.5975 -0.006 0.001 -0.026 0.376
H 0.7191 -1.0676 4.1426 -0.038 0.016 -0.015 0.432
H 0.2023 0.6348 3.9858 0.012 -0.002 -0.007 0.334
H 1.7339 0.2309 4.7740 0.028 -0.011 -0.017 0.350
```
Forces are in eV/Å.

E_HOMO	-12.887	eV
charge	+2
orbital gap	5.50	eV
electronic energy	-76012.4496	eV
energy relative to the best compared isomer or geometry (same formula, charge and spin)	0.0	kJ/mol
spin multiplicity	1


Record 3
Molecular formula: C26H36AsClIOP2Tc
Method: DFT, ωB97M-V/def2-TZVPD

```
69
Properties=species:S:1:pos:R:3:forces:R:3:mulliken_charge:R:1
C 1.0592 -5.3054 -3.0395 0.031 0.004 0.063 -1.188
C 0.6392 -4.0394 -2.3630 -2.402 -0.666 -0.150 0.622
H 0.1790 -5.9266 -3.2389 0.010 0.225 0.103 0.378
H 1.7592 -5.8378 -2.3901 0.043 0.106 -0.064 0.375
H 1.5646 -5.0581 -3.9770 0.072 0.058 0.108 0.385
O -0.4609 -3.6624 -2.0735 3.805 0.343 -0.142 -0.309
I 2.9204 -2.8453 -1.9913 -1.136 -1.229 -0.458 0.140
Tc 0.9726 -1.3543 -1.0163 1.157 2.617 0.816 -1.011
P 0.1663 -0.4049 -2.8859 0.365 1.810 -3.873 1.897
C -1.4607 0.4139 -2.9966 -0.314 -0.193 0.513 -1.438
C 1.3564 0.8684 -3.5432 -0.126 -0.060 0.222 -1.513
H 0.8848 1.3728 -4.4042 0.199 -0.225 0.282 0.446
H -0.3944 -0.9360 -5.1837 0.194 -0.268 0.241 0.496
H 2.2720 0.3484 -3.8718 -0.353 0.227 0.161 0.441
H 1.0777 -1.8264 -4.6566 -0.275 0.110 0.072 0.412
H -1.6344 1.1190 -2.1767 0.006 -0.112 -0.209 0.342
H 1.6252 1.6102 -2.7749 -0.028 -0.359 -0.362 0.402
C 0.0702 -1.5026 -4.3607 -0.199 -0.171 0.288 -1.273
H -1.5519 0.9512 -3.9505 0.123 -0.208 0.210 0.506
H -0.5470 -2.3820 -4.1240 0.109 0.355 -0.358 0.333
H -2.2329 -0.3623 -2.9552 -0.014 0.139 -0.107 0.428
P 0.6286 -2.4561 0.9450 0.207 -2.304 3.086 1.428
C -0.8125 -2.2717 2.0688 -0.327 0.378 -0.266 -0.907
C 0.6099 -4.2924 0.8249 -0.123 0.187 -0.147 -1.242
H 2.9900 -2.4547 1.5356 -0.183 0.069 0.080 0.362
H 1.9247 -2.7811 2.9359 0.057 0.075 -0.121 0.465
H 2.1230 -1.1076 2.3306 0.033 -0.289 -0.122 0.059
C 2.0620 -2.1636 2.0406 0.104 0.120 0.032 -1.067
H 1.5518 -4.6638 0.4064 -0.136 0.043 0.125 0.335
H 0.4758 -4.6855 1.8402 0.066 -0.054 -0.272 0.546
H -0.6001 -2.7532 3.0378 0.014 0.149 -0.419 0.535
H -1.6819 -2.7635 1.6086 0.193 0.059 0.163 0.380
H -0.2280 -4.6154 0.1922 0.201 -0.034 0.348 0.359
H -1.0764 -1.2197 2.2409 0.155 -0.375 0.084 -0.114
Cl 2.9063 0.0339 -0.6701 -1.177 -0.610 -0.345 -0.273
C -4.4928 0.5385 1.7833 -0.865 -1.280 -1.451 -0.587
C -4.0653 -0.1696 0.6516 -0.190 -0.109 -0.059 -0.957
C -2.7202 -0.1132 0.2550 -2.008 -0.810 -0.322 0.003
C -1.8093 0.6840 0.9627 1.497 1.181 1.134 0.516
C -2.2376 1.3950 2.0866 -0.110 0.020 -0.086 0.147
C -3.5727 1.3111 2.5085 1.589 0.914 0.615 -0.804
As 0.0703 0.7895 0.2705 -0.108 1.915 1.937 1.149
C -0.1255 2.8027 -0.1019 -0.102 -0.439 -1.543 1.496
C -0.2629 3.2582 -1.4230 -0.203 0.107 0.130 -0.222
C -0.5808 4.6029 -1.6714 0.160 -0.201 -0.134 -0.955
C -0.7598 5.4959 -0.6099 0.029 -0.308 0.176 -0.659
C -0.5909 5.0465 0.7114 0.115 -0.411 -0.708 -0.959
C -0.2553 3.7073 0.9460 -0.184 0.178 0.689 -0.496
C 1.1072 1.2407 1.9267 0.547 -0.406 -0.375 0.783
C 2.3215 1.9296 1.7064 -0.317 -0.278 -0.072 -0.769
C 3.1676 2.2112 2.7772 0.124 0.098 -0.275 -0.967
C 2.7926 1.8620 4.0762 -0.126 -0.142 -0.054 -0.678
C 1.5790 1.2064 4.2950 0.068 0.059 -0.129 -0.875
C 0.7452 0.8762 3.2199 0.038 -0.087 -0.006 0.188
H -5.5376 0.4884 2.1045 0.352 0.011 -0.152 0.461
H -4.7777 -0.7670 0.0736 0.265 0.230 0.301 0.496
H -2.3738 -0.7074 -0.5946 -0.212 0.185 0.193 0.353
H -1.5426 2.0164 2.6454 -0.213 -0.180 -0.137 0.342
H -3.8889 1.8555 3.4034 0.060 -0.192 -0.307 0.499
H -0.1177 2.5642 -2.2533 -0.160 0.500 0.268 0.069
H -0.6894 4.9402 -2.7120 0.078 -0.121 0.586 0.451
H -1.0272 6.5358 -0.8053 0.090 -0.334 0.051 0.421
H -0.7178 5.7271 1.5500 0.111 -0.144 -0.169 0.462
H -0.0897 3.3941 1.9745 -0.028 0.116 -0.219 0.287
H 2.6105 2.2076 0.6880 -0.094 0.056 0.563 0.503
H 4.1383 2.6915 2.5764 -0.624 -0.196 0.202 0.448
H 3.4586 2.0863 4.9101 -0.247 -0.063 -0.204 0.431
H 1.2804 0.9280 5.3016 0.066 0.059 -0.130 0.470
H -0.1734 0.3184 3.4033 0.249 0.151 0.102 0.219
```
Forces are in eV/Å.

E_HOMO (spin up / spin down)	-16.639 / -16.643	eV
charge	+3
orbital gap (spin up / spin down)	6.31 / 3.54	eV
electronic energy	-131802.4466	eV
energy relative to the best compared isomer or geometry (same formula, charge and spin)	0.0	kJ/mol
spin multiplicity	4